(1)
Formula: C11H20N6O5PSTi
Source: the Open Molecules 2025 dataset
Level of theory: wB97M-V/def2-TZVPD

Atoms and positions in Å:
Ti1 -1.195 0.996 0.325
N1 -3.156 0.738 1.504
N2 -3.127 -0.262 2.484
C1 -1.970 -0.790 2.893
N3 -2.045 -1.797 3.752
S1 -0.450 -0.192 2.364
H1 -3.351 1.645 1.926
H2 -3.885 0.510 0.833
H3 -4.005 -0.696 2.746
H4 -2.914 -2.299 3.888
H5 -1.192 -2.242 4.048
N4 -2.309 -0.575 -0.545
C2 -2.544 -1.672 -0.202
C3 -2.772 -2.952 0.205
C4 -3.657 -3.094 1.303
N5 -4.350 -3.070 2.226
C5 -2.049 -4.015 -0.398
N6 -1.412 -4.829 -0.905
O1 -1.438 2.629 1.176
O2 -1.832 2.561 -0.199
C6 3.902 0.010 -3.075
C7 3.773 1.048 -1.991
O3 2.641 0.728 -1.119
P1 1.301 1.571 -1.211
O4 0.135 0.339 -1.209
C8 0.445 -1.044 -1.651
C9 -0.104 -1.265 -3.034
O5 0.903 1.751 0.400
C10 1.392 2.952 1.092
C11 2.823 2.761 1.531
H6 4.793 0.214 -3.668
H7 3.041 0.032 -3.744
H8 3.998 -0.988 -2.649
H9 3.630 2.049 -2.403
H10 4.638 1.061 -1.332
H11 -0.004 -1.705 -0.914
H12 1.522 -1.160 -1.598
H13 -1.176 -1.082 -3.068
H14 0.079 -2.303 -3.318
H15 0.385 -0.621 -3.765
H16 0.716 3.086 1.930
H17 1.265 3.800 0.418
H18 2.920 1.883 2.169
H19 3.137 3.636 2.099
H20 3.500 2.651 0.684

Computed properties:
Spin multiplicity = 1
Relative energy (zero: lowest compared OMol25 entry of this formula, charge and spin) = 6.4 kJ/mol
HOMO-LUMO gap (alpha / beta) = 8.0028 / 8.0020 eV
Net charge = +1
E_HOMO (alpha / beta) = -11.887 / -11.887 eV
Electronic energy = -2724.71935 hartree
Largest force on an atom = 0.4 eV Å⁻¹


(2)
Formula: C11H20O6S
Source: the Open Molecules 2025 dataset
Level of theory: wB97M-V/def2-TZVPD

Atoms and positions in Å:
C1 2.842 0.755 -1.533
C2 2.018 2.001 -1.317
C3 0.939 2.296 -2.372
O1 -0.245 2.520 -1.624
C4 -0.017 2.290 -0.308
O2 -0.843 2.424 0.534
O3 1.248 1.890 -0.103
H1 2.225 -0.060 -1.906
H2 3.228 0.461 -0.553
H3 3.687 0.934 -2.194
H4 2.673 2.865 -1.180
H5 0.800 1.451 -3.051
H6 1.204 3.162 -2.977
C5 -1.585 0.522 3.246
C6 -1.834 1.765 4.082
O4 -0.974 2.584 4.285
C7 -3.180 1.830 4.781
H7 -1.406 0.746 2.196
H8 -2.372 -0.219 3.351
H9 -0.631 0.133 3.620
H10 -3.263 2.732 5.382
H11 -3.268 0.936 5.402
H12 -4.004 1.799 4.065
C8 0.166 -1.754 -0.313
C9 0.540 -3.261 -0.548
C10 0.986 -3.372 -1.989
S1 -0.015 -2.188 -2.912
O5 -1.057 -2.878 -3.626
O6 0.805 -1.240 -3.628
C11 -0.723 -1.378 -1.452
H13 1.101 -1.196 -0.291
H14 -0.330 -1.678 0.653
H15 -0.327 -3.869 -0.290
H16 1.327 -3.482 0.170
H17 0.871 -4.344 -2.458
H18 2.016 -3.023 -2.078
H19 -1.717 -1.826 -1.378
H20 -0.884 -0.326 -1.685

Computed properties:
Spin multiplicity = 1
SMILES = C[C@H]1COC(=O)O1.O=S1(=O)CCCC1.CC(C)=O
Relative energy (zero: lowest compared OMol25 entry of this formula, charge and spin) = 0.0 kJ/mol
HOMO-LUMO gap = 9.8533 eV
E_HOMO = -9.307 eV
Electronic energy = -1280.76524 hartree
Largest force on an atom = 1.3 eV Å⁻¹